(1)
{
  "formula": "C34H44AsIrN3O7S2Se2",
  "method": "ωB97M-V/def2-TZVPD",
  "mol_weight_g_mol": 1095.9,
  "orbital_gap_ev": [7.04, 5.25],
  "homo_ev": [-13.42, -13.40],
  "spin_multiplicity": 2,
  "total_charge": 2,
  "largest_force_ev_per_a": 0.477,
  "total_energy_ha": -9951.67801,
  "elements": ["H", "C", "C", "C", "H", "C", "H", "N", "H", "C", "C", "H", "Se", "C", "C", "C", "O", "H", "Ir", "O", "S", "H", "As", "H", "O", "H", "C", "O", "H", "O", "C", "H", "N", "H", "H", "Se", "C", "C", "C", "O", "C", "C", "C", "C", "C", "H", "H", "H", "H", "H", "C", "H", "C", "C", "H", "H", "H", "C", "H", "C", "H", "H", "H", "C", "C", "N", "C", "H", "H", "H", "O", "H", "H", "H", "H", "S", "C", "H", "C", "C", "H", "H", "H", "H", "H", "H", "C", "H", "H", "H", "C", "C", "C", "H"],
  "coordinates": [[-0.331, -3.624, -0.872], [1.556, 2.663, -1.758], [4.702, -1.001, -7.699], [-5.507, -0.007, 1.738], [-3.074, 2.067, 3.895], [-3.745, 1.466, 3.293], [-1.608, -3.372, 3.052], [-0.202, -0.764, -1.147], [-2.626, -0.061, 5.053], [-1.125, 0.126, -2.942], [1.492, -2.277, -2.267], [1.002, -5.025, 0.789], [-1.861, -2.468, 0.677], [0.405, -1.267, -2.232], [-1.167, 0.103, -1.591], [-0.991, -0.334, 6.412], [3.123, 0.288, -1.965], [1.111, -3.237, -2.624], [0.545, -0.486, 0.896], [0.797, 1.589, 0.291], [2.593, -1.300, -6.042], [1.301, 3.682, -1.465], [-1.299, 0.527, 2.307], [-5.484, 2.280, 4.228], [2.359, -0.451, -0.005], [3.264, 1.986, 1.185], [-1.721, 3.090, 1.121], [-2.609, 1.790, -3.214], [2.382, 2.696, -2.466], [1.857, -1.960, -7.086], [-5.995, 0.852, 2.709], [2.286, -1.977, -2.951], [-1.908, 0.989, -3.795], [-7.062, 0.961, 2.851], [-1.629, -0.464, 7.276], [1.498, -2.690, 1.504], [-1.032, 2.432, 2.140], [1.443, -3.008, 3.418], [-0.623, 5.139, 1.724], [-1.804, 0.858, -4.995], [-4.137, -0.148, 1.555], [-5.111, 1.592, 3.481], [1.223, -0.227, 5.452], [-1.507, 4.444, 0.907], [0.339, -4.222, 1.110], [0.828, -0.531, 7.530], [-2.045, 4.959, 0.121], [1.931, -2.391, -1.280], [-0.465, 6.198, 1.568], [-3.796, -0.773, 0.747], [-0.717, 0.052, 4.063], [3.896, 2.763, -0.277], [0.039, 4.484, 2.754], [1.979, 1.853, -0.552], [-1.365, -4.801, -0.062], [-0.100, -4.509, 2.062], [0.710, 5.034, 3.401], [0.282, -1.109, -4.715], [2.198, -2.389, 3.886], [1.427, -0.217, -5.212], [1.956, 0.261, -4.385], [-3.161, -2.555, 2.810], [-1.838, 0.640, -0.942], [-0.731, -3.927, 0.093], [2.532, 0.482, -0.938], [-0.138, -0.744, -3.348], [0.392, -0.372, 6.553], [0.586, -2.153, -4.677], [1.685, -4.062, 3.545], [-2.456, 2.566, 0.515], [3.202, -2.094, -5.000], [2.586, 3.532, 0.637], [2.299, -0.275, 5.569], [5.494, -0.348, -8.060], [4.131, -1.364, -8.551], [1.740, 0.144, 2.793], [-1.551, -0.114, 5.164], [-6.191, -0.560, 1.107], [3.810, -0.216, -6.743], [-3.245, 0.572, 2.341], [-2.920, -4.190, 2.149], [-0.582, -1.035, -5.362], [0.011, 1.991, -0.111], [0.697, 2.212, -2.263], [1.074, 0.533, -5.918], [0.377, 2.618, 3.755], [2.997, 2.577, 0.311], [3.267, 0.582, -7.252], [5.161, -1.850, -7.197], [4.368, 0.195, -5.901], [-2.441, -3.237, 2.367], [-0.155, 3.125, 2.960], [0.667, -0.032, 4.190], [0.454, -2.778, 3.806]],
  "forces_ev_per_a": [[0.01, 0.00, 0.00], [-0.04, -0.01, 0.01], [0.01, -0.02, 0.02], [-0.02, 0.03, 0.00], [0.01, 0.01, -0.01], [0.00, -0.06, 0.07], [0.00, 0.03, -0.03], [-0.01, 0.24, 0.10], [0.01, -0.02, 0.01], [0.07, 0.05, 0.00], [0.00, -0.06, 0.01], [0.01, 0.05, -0.07], [-0.16, 0.02, 0.13], [0.07, -0.04, -0.04], [-0.04, -0.06, -0.03], [-0.02, -0.01, 0.01], [0.04, 0.04, -0.02], [-0.02, 0.00, -0.01], [0.16, 0.27, -0.35], [-0.25, -0.33, -0.09], [0.00, -0.01, -0.03], [-0.02, 0.00, 0.00], [-0.01, -0.04, 0.03], [0.00, 0.00, 0.00], [-0.02, -0.15, -0.09], [0.00, -0.01, 0.00], [-0.01, -0.02, 0.00], [-0.01, -0.03, 0.00], [0.01, 0.03, 0.01], [-0.01, 0.03, 0.00], [0.00, -0.01, -0.02], [0.00, 0.00, 0.01], [-0.07, -0.04, 0.00], [0.00, -0.01, 0.00], [0.00, -0.01, 0.00], [-0.04, 0.03, 0.20], [0.01, 0.02, 0.03], [-0.02, -0.02, -0.01], [0.00, 0.00, 0.00], [0.06, 0.03, 0.00], [0.10, 0.11, -0.13], [0.01, 0.03, 0.00], [-0.02, 0.00, 0.03], [0.01, 0.01, 0.00], [-0.03, -0.04, 0.01], [0.00, 0.01, 0.00], [0.00, 0.00, 0.00], [-0.02, -0.01, -0.03], [0.00, 0.00, 0.00], [0.05, -0.13, -0.05], [-0.07, 0.02, 0.03], [0.00, 0.00, 0.01], [0.00, -0.01, 0.00], [0.03, 0.01, -0.06], [-0.06, 0.03, 0.01], [0.01, -0.10, -0.02], [0.00, 0.00, 0.00], [0.02, 0.05, 0.01], [0.01, 0.00, 0.00], [-0.01, 0.01, 0.01], [0.02, -0.01, 0.00], [-0.05, 0.05, -0.05], [0.02, 0.04, 0.00], [0.12, 0.03, -0.01], [-0.06, -0.05, 0.15], [-0.13, -0.09, -0.03], [0.03, 0.00, -0.01], [0.03, 0.00, 0.03], [-0.01, 0.00, -0.01], [0.00, 0.00, 0.01], [0.00, -0.02, -0.01], [-0.01, -0.01, 0.01], [0.00, 0.00, 0.00], [-0.01, 0.00, -0.01], [0.00, 0.00, 0.00], [0.12, 0.05, 0.20], [0.03, -0.04, 0.03], [0.01, -0.01, 0.00], [0.01, -0.02, 0.02], [-0.03, -0.15, 0.08], [0.00, -0.01, 0.03], [0.00, -0.03, -0.01], [0.06, 0.17, 0.06], [0.02, -0.03, -0.01], [-0.01, 0.01, 0.02], [0.00, 0.01, 0.00], [0.02, 0.03, -0.03], [0.00, -0.01, -0.02], [0.01, 0.01, 0.01], [-0.02, 0.02, 0.01], [0.01, 0.03, -0.03], [0.01, 0.03, -0.03], [0.02, 0.02, -0.07], [0.05, 0.01, 0.04]]
}

=====

(2)
{
  "formula": "C4H5FO2",
  "method": "ωB97M-V/def2-TZVPD",
  "mol_weight_g_mol": 104.1,
  "orbital_gap_ev": 10.89,
  "homo_ev": -10.00,
  "spin_multiplicity": 1,
  "total_charge": 0,
  "largest_force_ev_per_a": 4.368,
  "total_energy_ha": -405.71440,
  "smiles": "CC[C@]1(F)OC1=O",
  "elements": ["O", "H", "H", "F", "H", "H", "O", "C", "C", "C", "C", "H"],
  "coordinates": [[-2.117, -1.700, -0.512], [0.894, 1.456, -0.706], [0.837, 1.211, 1.044], [-1.573, 1.726, -0.462], [2.352, -0.448, -0.139], [0.944, -1.065, -1.010], [-1.624, -0.019, 1.092], [0.582, 0.765, 0.079], [-0.906, 0.629, -0.041], [1.275, -0.584, -0.093], [-1.716, -0.728, 0.005], [1.050, -1.244, 0.743]],
  "forces_ev_per_a": [[-0.62, -0.72, 0.50], [-0.03, 0.00, 0.05], [-0.07, 0.09, -0.04], [0.29, -0.14, 0.31], [0.09, -0.03, 0.03], [0.04, -0.06, -0.06], [-0.35, 0.03, 1.63], [-0.19, 0.03, -0.02], [-1.51, -2.36, -0.59], [-0.05, 0.13, 0.08], [2.40, 3.11, -1.90], [0.00, -0.07, 0.02]]
}

=====

(3)
{
  "formula": "C5H11NO",
  "method": "ωB97M-V/def2-TZVPD",
  "mol_weight_g_mol": 101.1,
  "orbital_gap_ev": [5.46, 3.86],
  "homo_ev": [-1.92, -1.81],
  "spin_multiplicity": 2,
  "total_charge": -1,
  "largest_force_ev_per_a": 1.630,
  "total_energy_ha": -326.98851,
  "elements": ["O", "H", "H", "H", "C", "H", "C", "H", "H", "H", "H", "N", "H", "H", "H", "C", "C", "C"],
  "coordinates": [[-1.940, -1.901, -2.055], [-0.657, 0.200, -1.692], [-1.985, 0.704, -0.770], [-0.453, 1.635, -0.592], [1.044, -0.031, 0.711], [-1.634, -3.464, -0.798], [-1.453, -2.392, -1.041], [-0.984, -0.134, 1.306], [2.595, 3.319, 0.616], [1.618, -0.282, -0.195], [1.253, 3.065, 1.556], [1.758, 2.740, 0.732], [0.052, -2.473, 0.374], [1.475, -0.662, 1.491], [1.287, 1.110, 0.736], [-0.436, -0.343, 0.377], [-0.652, -1.748, -0.023], [-0.887, 0.657, -0.734]],
  "forces_ev_per_a": [[-0.15, -0.12, 0.21], [0.47, 0.37, -0.19], [0.14, 0.23, 0.18], [0.25, 0.20, 0.02], [0.21, -0.16, -1.42], [0.17, 0.01, -0.27], [-0.03, 0.56, 0.28], [-0.26, -0.11, -0.07], [-0.25, 0.04, 0.26], [0.06, -0.19, -0.05], [0.23, 0.33, 0.15], [-0.04, 0.06, -0.42], [-0.14, -0.10, 0.62], [-0.19, 0.20, 0.37], [-0.11, -0.76, 0.69], [0.32, 1.27, -0.34], [0.35, -0.60, -0.36], [-1.05, -1.21, 0.32]]
}

=====

(4)
{
  "formula": "C30H43N8O13",
  "method": "ωB97M-V/def2-TZVPD",
  "mol_weight_g_mol": 723.7,
  "orbital_gap_ev": 7.41,
  "homo_ev": -6.58,
  "spin_multiplicity": 1,
  "total_charge": -1,
  "largest_force_ev_per_a": 6.963,
  "total_energy_ha": -2584.28078,
  "elements": ["C", "H", "H", "O", "H", "H", "H", "C", "O", "H", "N", "H", "O", "H", "C", "C", "C", "C", "O", "H", "H", "N", "H", "H", "C", "H", "C", "C", "H", "C", "H", "N", "H", "O", "H", "N", "N", "C", "H", "N", "C", "C", "H", "H", "C", "C", "H", "H", "H", "H", "H", "H", "C", "H", "O", "H", "C", "H", "C", "H", "H", "H", "H", "H", "H", "O", "N", "C", "C", "H", "N", "O", "H", "O", "O", "C", "C", "H", "O", "H", "H", "C", "C", "H", "C", "C", "H", "C", "O", "C", "O", "H", "C", "C"],
  "coordinates": [[-0.516, -0.128, 3.798], [-3.257, -0.881, 3.188], [-1.199, 0.685, -3.369], [-5.533, 1.365, -0.896], [-0.010, -0.067, 2.803], [-1.648, 3.017, 4.642], [0.404, 5.902, -4.104], [1.301, -5.665, 3.416], [8.016, -0.384, 3.394], [0.445, -0.363, 4.379], [-1.641, -0.928, 4.144], [3.162, -6.671, 3.184], [1.525, -3.341, -1.177], [0.338, -0.079, -7.524], [3.702, -1.365, 2.987], [0.288, -4.723, 2.780], [-2.116, -0.967, 5.485], [5.190, -1.100, 3.173], [2.635, -3.380, -6.190], [-1.785, -1.609, 2.091], [-0.653, 5.130, -1.257], [0.969, 4.564, -2.556], [-7.170, -0.141, -2.194], [-3.911, 2.336, 1.329], [3.566, 0.884, 1.679], [1.312, 6.656, -3.019], [2.985, -0.296, 2.153], [0.593, -2.125, -4.390], [-3.537, 1.618, 2.720], [1.195, 5.713, -3.404], [-4.403, -0.955, -4.299], [-5.088, -0.032, -2.560], [2.046, 5.609, -4.231], [1.599, 3.188, -4.307], [-0.763, -4.652, 3.089], [1.788, -2.573, -6.766], [-2.143, 2.904, 2.457], [-6.425, 0.132, -3.101], [5.416, 2.089, 1.612], [7.271, 0.576, 2.851], [3.023, -5.053, 1.650], [0.179, -0.422, -6.417], [-2.529, 1.010, 1.569], [-4.256, -1.858, -2.891], [2.551, -5.886, 2.751], [1.036, 3.338, -3.215], [-3.878, 0.206, -1.002], [-6.712, -0.550, -3.894], [-1.114, 1.361, -5.857], [3.216, -2.328, 3.323], [2.805, 1.396, 0.953], [-1.474, -0.513, 6.272], [5.853, 0.180, 2.726], [-3.481, 3.196, 4.084], [0.012, 3.932, 2.334], [1.850, -0.344, 1.965], [0.551, -3.960, 1.568], [-2.545, -2.766, 3.437], [0.442, 4.805, -1.194], [0.719, 4.215, -0.309], [0.938, 5.701, -1.009], [-2.109, 4.475, 3.912], [-3.081, -0.726, -3.226], [-6.792, 1.096, -3.412], [-0.685, 0.973, 3.954], [-0.296, -0.783, -0.017], [-0.251, 0.316, -0.444], [1.975, -4.040, 1.075], [-4.757, 0.641, -1.454], [-0.130, -3.181, 0.912], [2.345, -3.348, -0.221], [-1.246, 0.941, -0.781], [1.245, -2.902, -3.918], [-3.089, -1.666, 5.867], [3.520, -3.194, -0.352], [-4.174, -0.954, -3.268], [-2.326, -1.539, 3.104], [-0.182, -1.346, -2.520], [7.550, 1.762, 2.780], [5.969, -1.721, 3.599], [1.204, -6.409, 4.122], [-0.671, 0.430, -5.409], [5.005, 1.181, 1.913], [-0.959, 2.771, 0.689], [-0.778, -0.012, -3.981], [0.913, -1.742, -5.939], [0.733, 2.608, -2.567], [-2.457, 3.393, 3.801], [1.655, -2.399, -7.989], [-0.977, 3.246, 1.743], [0.869, 0.984, -0.180], [4.031, -5.201, 1.008], [-0.110, -1.122, -3.560], [-3.078, 1.862, 1.902]],
  "forces_ev_per_a": [[3.58, 2.66, 1.10], [0.17, -1.88, -1.65], [-1.26, 1.39, 2.03], [-0.67, 1.65, 0.90], [-1.65, -1.10, -0.01], [-2.13, -0.04, -1.89], [-1.22, -0.37, -0.32], [0.07, 3.08, -5.45], [-1.93, 3.71, -2.52], [-1.45, 0.12, -0.11], [1.79, 0.45, 3.19], [0.25, 0.14, -0.32], [0.96, 0.61, 2.42], [-0.38, -0.68, 2.42], [2.72, 3.27, -1.83], [1.40, -0.73, -0.77], [-0.80, -2.54, -0.84], [-1.08, 2.38, -1.37], [-3.18, 2.84, -2.18], [-0.85, 0.74, 1.74], [1.16, -0.98, 0.40], [0.11, -1.06, -0.90], [1.41, 0.60, -1.93], [1.10, -0.69, -0.60], [1.53, -0.30, -0.70], [0.62, 1.82, 2.13], [0.07, -2.13, 2.32], [1.51, 3.51, -3.27], [-2.80, -2.15, 4.71], [1.54, -1.47, -3.72], [-0.41, -0.01, -1.09], [0.30, -0.04, -2.51], [-1.23, -0.37, 2.31], [-1.48, 0.05, 1.19], [0.66, -0.26, 0.49], [1.37, -0.99, 0.34], [1.24, 0.13, -1.60], [-2.53, -1.22, 2.83], [0.74, 1.21, -0.59], [0.48, -3.00, 4.08], [-2.44, 1.36, -1.79], [0.21, -1.19, 2.13], [0.06, -0.30, -1.07], [-0.61, -4.62, 1.68], [-0.43, 2.64, -0.98], [2.55, 3.17, -1.16], [1.15, 0.51, 0.23], [0.69, -0.36, -0.09], [0.48, -1.12, 0.87], [0.71, 1.41, -0.44], [2.02, -0.18, 1.51], [-0.08, 0.36, -0.90], [-5.23, 1.02, -3.07], [-0.01, 0.08, 0.00], [-4.86, -3.03, -3.22], [2.01, -0.47, 0.14], [3.37, 0.30, -0.51], [0.13, 3.53, -1.01], [-1.43, 0.73, -1.24], [-0.28, -0.80, -0.94], [0.69, 1.86, 0.89], [-1.18, -1.05, -0.61], [-0.99, 0.46, 0.38], [0.69, 0.76, 0.02], [-0.07, -0.83, 0.19], [-0.68, -4.76, 0.40], [3.42, 4.86, 3.10], [-0.92, -2.59, 2.14], [-0.33, -2.00, 0.12], [1.48, -2.30, 2.15], [-1.54, -2.78, -1.23], [-1.15, 0.50, -1.66], [-1.06, 0.60, -0.51], [2.03, 1.92, -1.44], [1.15, 1.17, -0.17], [1.31, 4.29, -0.43], [-2.81, -3.38, -0.42], [0.19, -0.34, 0.68], [0.40, -1.75, -0.54], [-0.71, -0.64, 0.33], [-1.45, -0.85, 1.95], [2.53, -3.58, -1.06], [-1.79, -4.63, 2.49], [0.25, 0.85, 1.51], [1.83, 0.70, -6.56], [-4.00, 2.95, 4.88], [-1.05, -2.70, 1.50], [4.28, 1.07, 1.46], [0.74, -0.75, 1.93], [2.21, 1.44, 3.64], [-1.69, -0.60, -1.58], [-2.58, 0.43, 1.96], [1.18, -3.29, -1.61], [1.87, 3.57, -2.49]]
}

=====

Looking at ΔE to the lowest compared entry with this formula, charge and spin for the records above, in order, we have 174.0; 138.4; 226.9; 0.0 kJ/mol.